ORCA calculation (ωB97M-V/def2-TZVPD) on C8H17FFeNO2S2 as an isolated structure at a distorted geometry.

Last column: Löwdin spin population.
Positions of all 32 atoms, in Å:
Fe  -5.123  3.795  46.092  4.08
F  -3.305  3.399  43.942  -0.11
N  -0.874  1.325  41.116  0.00
C  -1.445  1.158  39.923  -0.01
C  -0.611  0.432  39.111  -0.01
C  0.633  0.359  39.764  0.00
C  0.482  0.937  41.000  -0.01
H  -1.252  1.696  41.976  0.00
H  -2.435  1.519  39.686  0.00
H  -0.875  0.058  38.133  0.00
H  1.558  -0.018  39.353  0.00
H  1.276  1.203  41.681  0.00
C  -6.302  -1.705  44.615  0.00
S  -5.245  -1.004  45.965  0.00
O  -5.780  0.411  46.246  0.02
C  -6.013  -1.963  47.281  0.00
H  -5.705  -2.599  44.432  0.00
H  -6.282  -1.169  43.666  0.00
H  -7.311  -1.935  44.958  0.00
H  -5.642  -2.982  47.394  0.00
H  -7.089  -2.072  47.147  0.00
H  -5.854  -1.461  48.236  0.00
C  -0.003  3.687  49.307  0.00
S  -0.975  2.416  48.397  0.00
O  -2.354  3.066  48.150  0.02
C  -0.001  2.237  46.954  0.00
H  -0.665  4.124  50.054  0.00
H  0.415  4.528  48.753  0.00
H  0.809  3.125  49.769  0.00
H  -0.389  1.393  46.384  0.00
H  1.016  1.904  47.159  0.00
H  0.059  3.203  46.452  0.00

The lowest unoccupied orbital energy (alpha / beta) comes out at -7.86 / -8.04 eV. Its spin multiplicity is 5. Its charge is +1.

---

ORCA calculation (ωB97M-V/def2-TZVPD) on an isolated ion of composition C8H17FI2N4O3PS and charge +1 at a distorted geometry.

Last column: natural (NBO) charge in e.
Positions of all 37 atoms, in Å:
C  4.271  -0.062  -1.062  -0.47
N  3.116  -0.931  -0.633  -0.48
C  1.790  -0.583  -0.923  0.69
N  1.347  0.633  -1.678  -0.60
C  0.171  1.198  -0.916  -0.04
P  -0.552  2.598  -2.063  1.22
N  -2.023  3.096  -1.611  -1.22
O  -0.932  0.291  -0.648  -0.52
C  -0.552  -0.984  -0.050  0.17
C  -0.568  -1.023  1.602  -0.40
I  0.711  -2.737  2.249  0.20
C  0.079  0.287  2.334  -0.38
C  -0.916  1.580  2.477  -0.67
I  0.689  -0.334  4.355  0.18
S  -1.962  -2.175  -0.565  1.88
C  -3.633  -1.640  0.196  -0.81
O  -2.229  -2.114  -2.120  -0.85
O  -1.737  -3.626  -0.080  -0.85
N  0.754  -1.582  -0.478  -0.11
F  0.653  -2.495  -1.467  -0.16
H  4.062  0.647  -1.968  0.25
H  5.141  -0.795  -1.413  0.27
H  4.675  0.492  -0.099  0.26
H  3.323  -1.830  -0.123  0.48
H  2.037  1.409  -1.714  0.42
H  0.583  1.783  0.033  0.21
H  -0.523  2.113  -3.441  -0.01
H  0.373  3.727  -1.947  -0.03
H  -2.277  2.523  -0.778  0.37
H  -1.615  -1.243  2.073  0.27
H  1.081  0.544  1.755  0.20
H  -0.757  2.406  1.660  0.22
H  -2.025  1.200  2.446  0.23
H  -0.678  2.081  3.517  0.26
H  -3.874  -2.251  1.185  0.28
H  -4.514  -1.698  -0.589  0.31
H  -3.487  -0.504  0.479  0.24

The lowest unoccupied orbital energy comes out at -5.47 eV. Its charge is +1.

---

ORCA calculation (ωB97M-V/def2-TZVPD) on C8H17I2InN2NbO4PS as an isolated structure at a distorted geometry.

Last column: natural (NBO) charge in e.
Positions of all 37 atoms, in Å:
C  1.639  -1.078  4.101  -0.25
O  0.679  -0.518  3.219  -0.56
C  -0.575  -0.243  3.819  -0.06
C  -1.276  0.797  2.998  -0.42
C  -1.807  0.243  1.661  -0.87
Nb  -0.266  0.172  0.113  0.97
O  0.950  -0.230  -1.447  -0.99
I  0.837  2.605  0.524  0.08
C  -1.880  0.908  -1.369  -0.60
C  -1.485  0.999  -2.818  -0.55
S  -0.410  2.397  -3.217  0.36
C  0.907  1.602  -3.972  0.31
N  0.921  0.815  -4.986  -0.29
N  2.242  0.520  -5.208  -0.48
C  2.938  1.160  -4.336  0.32
O  2.159  1.844  -3.512  -0.38
P  -1.108  -2.289  -0.207  1.09
O  -1.493  -3.120  1.062  -0.99
I  0.359  -3.651  -1.436  0.13
H  2.597  -1.038  3.601  0.20
H  1.420  -2.118  4.321  0.18
H  1.713  -0.496  5.012  0.20
H  -1.181  -1.140  3.951  0.17
H  -0.409  0.167  4.813  0.20
H  -2.134  1.137  3.569  0.25
H  -0.626  1.655  2.900  0.23
H  -2.681  0.787  1.315  0.26
H  -2.154  -0.770  1.864  0.23
H  0.838  -0.855  1.166  0.02
H  1.769  0.249  -1.266  0.50
H  -2.683  0.182  -1.311  0.24
H  -2.277  1.831  -0.969  0.25
H  -2.398  1.189  -3.378  0.27
H  -1.088  0.076  -3.210  0.25
H  4.007  1.197  -4.252  0.24
H  -0.763  -3.286  1.679  0.55
In  2.717  -1.697  -4.793  0.94

The lowest unoccupied orbital energy comes out at -9.59 eV. Its charge is +2.

---

ORCA calculation (ωB97M-V/def2-TZVPD) on an isolated ion of composition C8H17N2 and charge +1 at a distorted geometry.

Last column: natural (NBO) charge in e.
Positions of all 27 atoms, in Å:
C  1.641  -1.245  -0.143  0.34
C  0.291  1.405  0.107  -0.30
C  1.768  1.155  0.409  -0.18
C  -1.365  -0.547  -1.288  -0.61
C  -1.880  -1.529  0.950  -0.58
C  -2.641  0.904  0.347  -0.61
C  3.735  -0.203  -0.108  -0.41
C  -1.557  -0.186  0.140  0.06
N  -0.467  0.392  0.710  -0.20
N  2.293  -0.222  -0.095  -0.33
H  1.907  -2.252  -0.468  0.22
H  0.249  2.411  0.523  0.27
H  0.153  1.553  -1.092  0.19
H  2.208  1.855  -0.172  0.21
H  2.005  1.291  1.409  0.24
H  -1.101  0.372  -1.783  0.20
H  -0.538  -1.177  -1.512  0.21
H  -2.322  -0.899  -1.546  0.24
H  -0.875  -1.889  1.186  0.21
H  -2.396  -2.074  0.229  0.21
H  -2.398  -1.241  1.921  0.23
H  -2.243  1.745  -0.168  0.20
H  -3.595  0.783  -0.145  0.24
H  -2.988  1.253  1.295  0.25
H  4.095  -0.468  0.836  0.24
H  4.025  0.768  -0.400  0.23
H  3.998  -0.989  -0.733  0.23

The lowest unoccupied orbital energy (alpha / beta) comes out at -5.95 / -4.37 eV. Its charge is +1.

---

ORCA calculation (ωB97M-V/def2-TZVPD) on an isolated ion of composition C8H17N4 and charge +1.

Last column: natural (NBO) charge in e.
Positions of all 29 atoms, in Å:
C  4.546  -0.818  0.700  -0.60
C  3.295  -1.191  -0.086  -0.40
C  2.047  -0.390  0.328  -0.40
C  1.519  0.515  -0.785  -0.39
C  0.273  1.303  -0.397  -0.39
C  -1.010  0.482  -0.529  -0.38
C  -2.249  1.301  -0.099  -0.47
C  -3.346  0.415  0.357  0.44
N  -3.680  0.142  1.625  -0.21
N  -4.631  -0.752  1.618  0.10
N  -4.928  -1.007  0.393  -0.11
N  -4.155  -0.294  -0.430  -0.31
H  4.830  0.222  0.512  0.20
H  5.393  -1.451  0.430  0.22
H  4.378  -0.923  1.775  0.20
H  3.102  -2.262  0.025  0.20
H  3.477  -1.025  -1.154  0.20
H  1.249  -1.069  0.653  0.19
H  2.287  0.232  1.200  0.20
H  2.309  1.213  -1.079  0.22
H  1.307  -0.097  -1.672  0.20
H  0.361  1.642  0.642  0.21
H  0.177  2.202  -1.015  0.21
H  -1.137  0.162  -1.569  0.21
H  -0.933  -0.426  0.080  0.21
H  -2.002  1.959  0.737  0.27
H  -2.609  1.926  -0.920  0.25
H  -5.653  -1.653  0.098  0.46
H  -4.216  -0.356  -1.439  0.47

The lowest unoccupied orbital energy comes out at -4.75 eV. Its SMILES is CCCCCCCc1nn[nH][nH+]1. Its charge is +1.

---

ORCA calculation (ωB97M-V/def2-TZVPD) on a 2-piece molecular cluster, C8H17NO2P overall at a distorted geometry.

Last column: natural (NBO) charge in e.
Positions of all 29 atoms, in Å:
C  -2.284  -2.010  1.501  -0.67
C  -0.124  -1.925  2.701  -0.64
C  1.139  2.330  -0.575  -0.67
C  2.089  0.137  -1.198  -0.66
C  0.529  1.424  -2.735  -0.60
C  -0.871  -1.984  1.388  -0.11
C  -0.584  0.141  0.646  -0.45
C  0.852  1.039  -1.283  0.14
N  -0.191  0.087  -0.719  -0.16
O  -0.258  -1.026  -1.373  -0.72
O  -2.035  2.362  0.069  -1.17
P  -1.992  0.858  -0.206  1.12
H  -2.853  -2.228  0.608  0.22
H  -2.501  -0.944  1.922  0.22
H  -2.705  -2.824  2.073  0.19
H  0.849  -1.589  2.593  0.21
H  -0.475  -1.311  3.496  0.20
H  -0.147  -2.908  3.231  0.17
H  1.668  2.963  -1.272  0.21
H  0.129  2.705  -0.340  0.27
H  1.631  2.027  0.430  0.19
H  2.209  -0.096  -0.220  0.19
H  3.005  0.617  -1.677  0.18
H  1.690  -0.792  -1.656  0.26
H  1.469  2.044  -3.100  0.17
H  0.523  0.498  -3.276  0.23
H  -0.339  1.979  -2.823  0.21
H  -0.473  -2.416  0.534  0.23
H  0.052  0.842  1.261  0.20

The lowest unoccupied orbital energy comes out at 3.58 eV. Its charge is -1.

---

ORCA calculation (ωB97M-V/def2-TZVPD) on the molecule C8H17NO2S at a distorted geometry.

Last column: natural (NBO) charge in e.
Positions of all 29 atoms, in Å:
C  1.704  -1.167  0.791  0.08
C  2.232  1.195  -0.037  -0.65
C  3.874  -0.688  -0.258  -0.65
C  -2.559  -0.268  1.533  -0.63
C  -1.585  1.652  0.173  -0.61
C  -2.910  0.017  -1.064  -0.65
C  2.520  -0.279  0.114  0.01
C  -2.036  0.190  0.190  -0.23
N  0.167  -0.549  -1.348  -1.24
O  0.355  -0.957  1.104  -0.72
O  -1.243  -2.198  -0.189  -0.98
S  -0.630  -0.946  -0.170  2.28
H  1.994  -2.269  0.800  0.19
H  1.210  1.459  0.304  0.22
H  2.395  1.448  -1.174  0.23
H  3.044  1.909  0.477  0.22
H  4.163  -0.266  -1.290  0.22
H  3.915  -1.865  -0.280  0.22
H  4.761  -0.374  0.371  0.23
H  -2.525  -1.293  1.628  0.24
H  -1.750  0.151  2.296  0.22
H  -3.575  0.178  1.675  0.22
H  -2.517  2.251  0.544  0.22
H  -1.211  1.915  -0.744  0.22
H  -0.716  1.751  0.934  0.21
H  -3.791  0.791  -1.115  0.23
H  -2.202  0.401  -1.952  0.24
H  -3.374  -1.019  -1.185  0.25
H  0.290  -1.170  -2.129  0.41

The lowest unoccupied orbital energy comes out at 0.81 eV. Its SMILES is CC(C)=CO[S@@](=N)(=O)C(C)(C)C. Its charge is 0.

---

ORCA calculation (ωB97M-V/def2-TZVPD) on the molecule C8H17NO2S at a distorted geometry.

Last column: natural (NBO) charge in e.
Positions of all 29 atoms, in Å:
C  -2.049  1.241  -2.196  -0.66
C  -1.089  0.715  -3.374  -0.40
C  0.374  0.345  -2.709  -0.41
C  0.301  -0.366  -1.366  -0.25
C  0.245  -0.298  1.010  -0.07
C  1.390  -1.003  1.138  -0.44
C  1.600  -1.435  2.710  -0.62
C  0.192  0.721  2.231  -0.66
H  -3.022  1.673  -2.521  0.22
H  -2.511  0.245  -1.634  0.20
H  -1.772  2.110  -1.536  0.22
H  -1.392  -0.204  -3.916  0.21
H  -1.020  1.573  -4.067  0.21
H  0.913  -0.135  -3.648  0.22
H  1.059  1.284  -2.545  0.21
H  -0.194  -1.410  -1.320  0.16
H  1.282  -0.867  -1.039  0.22
H  -1.106  0.861  -0.014  0.40
H  -0.647  -0.962  1.360  0.19
H  1.018  -2.004  0.353  0.21
H  2.264  -0.409  0.708  0.23
H  1.302  -2.613  2.844  0.27
H  2.776  -1.057  3.031  0.28
H  -0.856  1.279  2.013  0.24
H  0.823  1.513  2.277  0.24
N  -0.065  0.430  -0.258  -0.65
O  1.038  0.057  4.920  -0.89
O  -1.102  -0.955  3.871  -0.90
S  0.247  -0.329  3.678  2.01

The lowest unoccupied orbital energy comes out at 0.57 eV. Its SMILES is CCCCN[C@H]1CCS(=O)(=O)C1. Its charge is 0.